Entry 1:
{"formula": "C17H24N4O2S", "method": "ωB97M-V/def2-TZVPD", "symbols": ["C", "H", "O", "C", "C", "H", "H", "C", "N", "C", "N", "N", "C", "C", "C", "C", "C", "C", "C", "H", "H", "H", "H", "H", "S", "C", "H", "C", "O", "N", "H", "C", "C", "H", "H", "H", "C", "H", "H", "H", "H", "H", "H", "H", "H", "H", "H", "H"], "positions_angstrom": [[-0.67992, -2.14453, -1.35316], [-0.39792, -2.56900, -0.38400], [0.13337, -1.04600, -1.69428], [1.49200, -1.37418, -1.84410], [2.25694, -0.11084, -2.23512], [3.23064, -0.38696, -2.64134], [1.68223, 0.39433, -3.01252], [2.48913, 0.84197, -1.05856], [1.28333, 1.13937, -0.33232], [1.06590, 0.85708, 0.98874], [-0.16536, 1.11930, 1.32204], [-0.79417, 1.55033, 0.22957], [0.06072, 1.57271, -0.76597], [-0.29497, 2.01655, -2.10372], [0.55699, 2.79239, -2.88492], [0.16028, 3.20350, -4.14455], [-1.08467, 2.84735, -4.63491], [-1.94336, 2.09117, -3.85304], [-1.55580, 1.68179, -2.59211], [-2.21069, 1.09630, -1.96791], [-2.91892, 1.82159, -4.22959], [-1.38711, 3.16581, -5.62157], [0.82588, 3.80733, -4.74417], [1.51980, 3.10061, -2.50459], [2.31766, 0.34482, 2.10184], [1.97137, -1.44584, 2.21905], [2.53572, -1.78066, 3.09081], [0.50070, -1.81598, 2.38688], [0.04759, -2.76211, 1.77102], [-0.17531, -1.08250, 3.27289], [0.25329, -0.25223, 3.65548], [-1.58570, -1.27994, 3.55665], [-1.74481, -1.93543, 4.92853], [-2.79656, -2.10988, 5.13711], [-1.22212, -2.88848, 4.95555], [-1.33838, -1.29063, 5.70528], [-2.31616, 0.05444, 3.48330], [-2.09730, 0.54959, 2.54140], [-1.99698, 0.70321, 4.29670], [-3.38795, -0.10215, 3.56567], [-1.95796, -1.96000, 2.78330], [2.36392, -1.94628, 1.33255], [2.94383, 1.76996, -1.41981], [3.18094, 0.38864, -0.34021], [1.88904, -1.80420, -0.91013], [1.60817, -2.13456, -2.63345], [-1.69624, -1.76136, -1.29821], [-0.62107, -2.92639, -2.12008]], "gap_ev": 9.20, "largest_force_ev_per_a": 1.1, "charge": 0, "de_lowest_kj_mol": 212.5, "e_lumo_ha": 0.020, "smiles": "COCCCn1c(SCC(=O)NC(C)C)nnc1-c1ccccc1"}

=====

Entry 2:
{"formula": "C51H49BN2O12P", "method": "ωB97M-V/def2-TZVPD", "symbols": ["C", "C", "B", "O", "N", "C", "C", "N", "C", "C", "O", "C", "C", "O", "P", "C", "O", "C", "C", "C", "O", "O", "C", "C", "O", "C", "C", "C", "O", "C", "C", "C", "C", "C", "C", "H", "H", "H", "H", "H", "H", "H", "H", "H", "H", "H", "H", "H", "H", "H", "H", "H", "H", "H", "H", "H", "H", "H", "H", "H", "H", "H", "H", "H", "H", "H", "H", "H", "C", "C", "C", "C", "C", "C", "C", "O", "C", "C", "C", "C", "C", "C", "C", "O", "H", "H", "H", "H", "H", "H", "H", "H", "C", "C", "C", "C", "C", "C", "C", "O", "C", "C", "C", "C", "C", "C", "C", "O", "H", "H", "H", "H", "H", "H", "H", "H"], "positions_angstrom": [[-0.75672, 0.63192, -2.99620], [-1.66779, -0.37230, -2.13135], [-1.28104, -0.38420, -0.53432], [-0.30632, 0.55554, -0.04026], [-2.03351, -1.37934, 0.33528], [-2.13368, -2.77216, -0.25519], [-2.37425, -3.92312, 0.89643], [-3.52254, -4.68073, 0.35940], [-4.33285, -5.41820, 1.34732], [-3.93801, -6.74121, 2.14474], [-5.50621, -4.97935, 1.54327], [-3.29818, -5.39329, -0.90252], [-2.74044, -6.91661, -1.03961], [-3.60442, -4.87030, -2.01911], [-0.62648, -4.64350, 1.06770], [-0.58745, -6.20045, 2.17206], [-0.07960, -5.24064, -0.47823], [-2.60489, -2.87405, 2.14027], [-2.37754, -3.39729, 3.63756], [-3.71612, -4.00720, 4.32293], [-3.55161, -4.95869, 5.13636], [-4.96549, -3.40567, 4.02493], [-5.79972, -3.28788, 5.19992], [-5.35850, -2.19008, 6.29445], [-6.81323, -4.00089, 5.26757], [-1.62375, -1.62207, 1.75927], [-1.56352, -0.36102, 2.75188], [-0.10884, -0.24709, 3.46538], [0.67268, 0.69329, 3.18619], [0.31863, -1.39083, 4.51867], [-0.29902, -1.36725, 5.96772], [0.01967, -2.46042, 7.03012], [0.97292, -3.64806, 6.68558], [1.62109, -3.66578, 5.25768], [1.28656, -2.55737, 4.19236], [-0.92138, 0.36090, -4.10966], [-1.04009, 1.73056, -2.88085], [0.35613, 0.41570, -2.79804], [-2.78845, -0.07416, -2.19378], [-1.59159, -1.40296, -2.61901], [-0.65430, 1.46209, -0.25571], [-2.99563, -0.99928, 0.38577], [-1.27394, -2.99302, -0.97330], [-3.01241, -2.63205, -0.99293], [-3.26505, -7.46757, 1.56996], [-3.44489, -6.55824, 3.15670], [-4.90805, -7.32976, 2.36845], [-1.94696, -7.08021, -0.23924], [-3.59340, -7.67498, -0.98933], [-2.18254, -6.94881, -2.05053], [-1.27882, -6.14697, 3.07537], [0.50043, -6.25447, 2.56751], [-0.76000, -7.17752, 1.60776], [0.28733, -6.15317, -0.34586], [-3.65247, -2.38550, 2.06514], [-1.48397, -4.11001, 3.72329], [-2.11400, -2.50470, 4.32783], [-6.25035, -1.93912, 6.95930], [-4.98135, -1.28408, 5.68478], [-4.45900, -2.62003, 6.85791], [-0.49857, -1.87094, 1.63797], [-1.74105, 0.64729, 2.21796], [-2.40867, -0.45060, 3.52921], [-1.00574, -0.50807, 6.20704], [-0.47531, -2.41202, 8.05123], [1.17994, -4.45418, 7.45953], [2.31184, -4.53945, 5.03363], [1.78043, -2.64272, 3.16821], [5.58585, 2.51993, -0.62634], [6.92163, 2.66509, -0.99403], [7.30921, 2.44877, -2.31215], [6.36240, 2.07462, -3.26566], [5.02825, 1.90604, -2.89311], [4.63927, 2.14084, -1.57182], [4.02292, 1.46176, -3.88511], [2.85368, 1.31971, -3.56060], [4.45684, 1.18625, -5.27238], [3.53168, 0.71191, -6.20393], [3.92782, 0.46294, -7.51378], [5.24585, 0.69536, -7.90056], [6.17183, 1.16275, -6.97431], [5.78104, 1.39992, -5.65575], [6.78220, 1.86363, -4.66953], [7.93605, 2.06344, -5.00567], [5.28320, 2.69714, 0.40078], [7.66145, 2.94881, -0.25251], [8.35081, 2.56815, -2.59325], [3.60155, 2.02419, -1.27674], [2.50227, 0.53161, -5.91042], [3.20809, 0.08922, -8.23505], [5.55263, 0.50780, -8.92451], [7.19835, 1.33746, -7.28066], [2.37237, 4.38435, -2.50467], [3.26459, 5.45351, -2.45901], [2.81000, 6.72597, -2.12828], [1.45763, 6.93440, -1.85335], [0.56139, 5.86784, -1.92288], [1.02408, 4.59022, -2.23816], [-0.88336, 6.08312, -1.68187], [-1.66710, 5.14787, -1.73887], [-1.36358, 7.44977, -1.37939], [-2.72959, 7.67933, -1.20654], [-3.18841, 8.95825, -0.90889], [-2.28495, 10.01012, -0.77362], [-0.92386, 9.78682, -0.95047], [-0.46144, 8.50774, -1.26335], [0.98562, 8.28801, -1.48460], [1.77630, 9.20826, -1.37062], [2.72661, 3.39162, -2.75323], [4.31570, 5.29437, -2.67933], [3.51022, 7.55450, -2.08918], [0.33369, 3.75381, -2.28087], [-3.43894, 6.86391, -1.30736], [-4.25139, 9.13546, -0.78008], [-2.64292, 11.00632, -0.53429], [-0.22545, 10.61141, -0.84851]], "gap_ev": 8.34, "largest_force_ev_per_a": 5.2, "charge": 1, "e_lumo_ha": -0.104}

=====

Entry 3:
{"formula": "C2Br2IN", "method": "ωB97M-V/def2-TZVPD", "symbols": ["C", "C", "N", "Br", "Br", "I"], "positions_angstrom": [[-0.52086, 0.24989, -0.62978], [-0.39960, 0.87630, 0.55560], [-1.14421, -0.31019, -1.50098], [0.62805, 2.52186, 0.64187], [-1.06488, 0.48547, 2.38529], [-3.02444, 0.54376, -2.01128]], "gap_ev": [7.36, 7.36], "largest_force_ev_per_a": 4.0, "charge": 0, "de_lowest_kj_mol": 45.6, "e_lumo_ha": [-0.063, -0.063]}

=====

Entry 4:
{"formula": "C14H35BFN4O7PS", "method": "ωB97M-V/def2-TZVPD", "symbols": ["C", "C", "O", "B", "O", "N", "P", "C", "C", "C", "S", "O", "O", "F", "H", "H", "H", "H", "H", "H", "H", "H", "H", "H", "H", "H", "H", "H", "C", "C", "O", "N", "C", "H", "H", "H", "H", "H", "H", "H", "C", "C", "O", "N", "C", "H", "H", "H", "H", "H", "H", "H", "C", "C", "O", "N", "C", "H", "H", "H", "H", "H", "H", "H"], "positions_angstrom": [[3.24280, -0.26381, 1.86639], [2.38576, 0.99485, 1.94765], [1.31382, 0.97815, 0.99390], [0.27460, 0.13473, 1.21472], [-0.02278, -0.37663, 2.47215], [-0.62340, -0.14127, 0.05159], [-2.24466, -0.84880, 0.36386], [-1.95240, -2.46732, 1.16556], [-2.80176, 0.21954, 1.73958], [-2.82798, 1.69153, 1.31334], [0.11986, -0.82086, -1.21443], [1.12301, -1.75637, -0.77383], [-0.82800, -1.18024, -2.23702], [0.91186, 0.41313, -1.79558], [4.13626, -0.08272, 1.26382], [2.71956, -1.10334, 1.40486], [3.59966, -0.56373, 2.85250], [2.99737, 1.85969, 1.70576], [2.00801, 1.16658, 2.95596], [0.44072, -1.18850, 2.65702], [-2.66011, -2.54890, 1.98982], [-0.93764, -2.61722, 1.52718], [-2.18839, -3.25129, 0.45062], [-3.83398, -0.11340, 1.88050], [-2.23266, 0.07735, 2.65644], [-3.29007, 2.29920, 2.09110], [-3.43245, 1.80321, 0.40963], [-1.83370, 2.07151, 1.08084], [-2.40844, -6.89562, 3.96407], [-2.35347, -6.19165, 2.62788], [-2.65024, -5.01365, 2.50574], [-1.95660, -6.92178, 1.55361], [-1.56851, -8.31812, 1.50882], [-2.74029, -6.17953, 4.70884], [-3.11035, -7.72957, 3.93644], [-1.42525, -7.27264, 4.24743], [-1.94040, -6.39790, 0.69302], [-0.54362, -8.41964, 1.14859], [-2.22386, -8.87665, 0.83874], [-1.63097, -8.75909, 2.49754], [3.46858, 5.25057, -1.13475], [3.83207, 3.92047, -0.51612], [4.27988, 3.84306, 0.62042], [3.64543, 2.81522, -1.27600], [3.14583, 2.75187, -2.63770], [3.67513, 6.02912, -0.40712], [4.05677, 5.43676, -2.03341], [2.41051, 5.27810, -1.39825], [3.89470, 1.95212, -0.81936], [2.24574, 2.14241, -2.67729], [3.89989, 2.30073, -3.28430], [2.91233, 3.74162, -3.01303], [-0.66957, 2.69139, -4.52008], [0.01463, 4.01866, -4.29244], [1.02430, 4.34066, -4.89875], [-0.53313, 4.85659, -3.37181], [-1.71468, 4.64470, -2.55766], [-0.10929, 2.14898, -5.27484], [-0.69253, 2.09933, -3.60391], [-1.69159, 2.83423, -4.87224], [-0.03118, 5.72386, -3.26794], [-2.46262, 5.41340, -2.75922], [-1.46197, 4.68187, -1.49661], [-2.15056, 3.67503, -2.77227]], "gap_ev": 9.09, "largest_force_ev_per_a": 1.5, "charge": 0, "e_lumo_ha": 0.016}

=====

Entry 5:
{"formula": "C5H12ClI2N5OPRh", "method": "ωB97M-V/def2-TZVPD", "symbols": ["I", "I", "Rh", "P", "C", "C", "H", "H", "H", "C", "H", "H", "H", "H", "H", "H", "C", "O", "Cl", "N", "N", "N", "C", "N", "N", "H", "H", "H"], "positions_angstrom": [[-4.38476, -1.67284, -1.73114], [-4.08760, 1.26666, -1.41801], [0.52710, -0.53961, 0.20775], [0.30096, -0.13101, -1.95261], [-1.25462, -0.06754, -2.78952], [1.12436, 1.48828, -2.44484], [2.21674, -1.57942, -2.35994], [1.26078, -1.47260, -3.92661], [0.62616, -2.44050, -2.54863], [1.19599, -1.54173, -2.81890], [2.10648, 1.50642, -1.93980], [1.23992, 1.65141, -3.55984], [-1.28793, 0.03893, -3.92100], [-1.89233, 0.83057, -2.36003], [0.44985, 2.26663, -2.02190], [-1.89850, -0.99213, -2.50561], [-1.25864, -0.41056, 0.48960], [-2.38353, -0.41912, 0.93016], [2.88963, -0.25898, 0.39063], [1.32760, 1.22686, 5.19088], [0.75894, 0.36373, 4.24004], [-0.46194, -0.13442, 4.34139], [-0.65474, -0.60293, 3.12163], [0.25890, -0.14169, 2.25384], [1.18710, 0.50242, 2.94119], [2.36812, 1.46950, 5.03403], [1.21229, 1.01908, 6.20523], [-1.48631, -1.22537, 2.95198]], "multiplicity": 5, "gap_ev": [8.57, 3.35], "s_squared": 6.021, "largest_force_ev_per_a": 7.3, "charge": 2, "e_lumo_ha": [-0.252, -0.443]}

=====

Entry 6:
{"formula": "C3H5NOS2", "method": "ωB97M-V/def2-TZVPD", "symbols": ["C", "C", "C", "N", "O", "S", "S", "H", "H", "H", "H", "H"], "positions_angstrom": [[-0.06050, -1.06029, -0.60866], [-0.84186, -1.36972, 0.41032], [0.78367, 0.23306, -0.63027], [0.34447, 1.43790, -0.85384], [-1.46162, 0.87037, 1.30123], [1.19313, -0.04425, 1.92661], [-0.85595, -0.33373, 1.90680], [0.14023, -1.68303, -1.46826], [-1.42100, -2.18804, 0.43674], [1.74118, 0.19334, -1.10341], [-0.54642, 1.74793, -0.44160], [0.98468, 2.19646, -0.87565]], "gap_ev": 7.97, "largest_force_ev_per_a": 3.6, "charge": 0, "de_lowest_kj_mol": 281.8, "e_lumo_ha": -0.012, "smiles": "N/C=C\\C=S(=O)=S"}

=====

Q: Among the records above, which one has the highest charge?
A: C5H12ClI2N5OPRh

=====

Q: Which formula does entry 3 have?
A: C2Br2IN

=====

Q: Look up the charge of the third one.
A: 0

=====

Q: charge of number 3 (C2Br2IN)?
A: 0